Formula: C42H57Cl2P3PtSSi
Source: the OMol25 dataset
Level of theory: the ωB97M-V functional and the def2-TZVPD basis

Geometry as ORCA input:
```
! RIJCOSX wB97M-V def2-TZVPD def2/J DEFGRID3
* xyz 2 5
Pt -0.523 0.841 0.332
C -0.791 -5.319 0.587
C -1.023 -3.807 0.663
C -2.289 -3.414 1.426
P -0.962 -3.127 -1.051
C -2.019 -4.026 -2.251
C -1.976 -3.264 -3.586
C -3.450 -4.253 -1.757
C 0.737 -3.196 -1.591
C 1.133 -4.167 -2.521
C 2.463 -4.300 -2.864
C 3.403 -3.461 -2.286
C 3.013 -2.480 -1.382
C 1.675 -2.295 -1.010
Si 1.238 -0.822 0.166
C 1.445 -1.378 1.953
C 2.038 -2.603 2.284
C 2.277 -2.955 3.608
C 1.941 -2.071 4.624
C 1.356 -0.851 4.312
C 1.080 -0.507 2.986
P 0.294 1.098 2.601
C 1.464 2.335 3.296
C 2.883 2.179 2.748
C 0.937 3.756 3.082
C -1.250 1.218 3.618
C -2.095 -0.046 3.399
C -1.078 1.509 5.109
C 2.683 0.396 -0.091
C 3.967 0.101 0.390
C 5.052 0.925 0.124
C 4.874 2.072 -0.638
C 3.602 2.411 -1.078
C 2.506 1.592 -0.788
P 0.813 2.125 -1.199
C 0.886 3.984 -1.082
C 1.050 4.724 -2.411
C -0.324 4.533 -0.321
C 0.493 1.463 -2.892
C 1.570 1.768 -3.933
C -0.913 1.832 -3.379
H -0.760 -5.703 1.609
H 0.153 -5.569 0.104
H -1.603 -5.831 0.066
H -0.166 -3.327 1.137
H -3.183 -3.874 0.998
H -2.430 -2.330 1.441
H -2.203 -3.753 2.460
H -1.532 -4.996 -2.369
H -2.397 -2.260 -3.478
H -2.569 -3.799 -4.331
H -0.960 -3.167 -3.974
H -3.924 -3.328 -1.421
H -3.495 -4.976 -0.942
H -4.042 -4.650 -2.582
H 0.417 -4.844 -2.968
H 2.764 -5.059 -3.576
H 4.452 -3.563 -2.544
H 3.775 -1.837 -0.972
H 2.344 -3.284 1.492
H 2.742 -3.906 3.846
H 2.138 -2.326 5.659
H 1.119 -0.165 5.117
H 1.475 2.107 4.365
H 2.923 2.430 1.684
H 3.266 1.167 2.878
H 3.549 2.864 3.282
H 1.050 4.046 2.034
H 1.514 4.459 3.686
H -0.116 3.866 3.359
H -1.773 2.067 3.172
H -1.625 -0.908 3.876
H -2.222 -0.275 2.336
H -3.087 0.088 3.833
H -0.666 0.654 5.644
H -2.062 1.710 5.539
H -0.457 2.385 5.301
H 4.118 -0.780 1.012
H 6.035 0.674 0.510
H 5.718 2.714 -0.867
H 3.469 3.330 -1.642
H 1.774 4.148 -0.473
H 0.197 4.560 -3.072
H 1.961 4.444 -2.940
H 1.106 5.796 -2.211
H -1.237 4.466 -0.925
H -0.162 5.587 -0.079
H -0.487 3.997 0.611
H 0.514 0.389 -2.685
H 1.569 2.819 -4.220
H 1.364 1.185 -4.835
H 2.566 1.498 -3.583
H -0.959 2.871 -3.712
H -1.666 1.691 -2.594
H -1.191 1.204 -4.231
Cl -2.910 -0.540 -0.788
C -3.882 0.815 -1.281
C -4.801 0.635 -2.283
C -5.599 1.712 -2.672
C -5.478 2.948 -2.058
C -4.552 3.130 -1.050
Cl -4.413 4.680 -0.338
C -3.707 2.064 -0.624
S -2.585 2.317 0.640
H -4.916 -0.338 -2.747
H -6.329 1.574 -3.462
H -6.106 3.781 -2.357
*
```

As for the expectation value of S²: 6.035. For the HOMO-LUMO gap (alpha / beta), the calculation gives 0.2476 / 0.2035 Eh. Its molecular weight is 980.977 g mol⁻¹.

Löwdin atomic charge list, values in e, 8 entries:
1 Pt 0.431
2 C -0.068
3 C -0.495
4 C -0.088
5 P 1.182
6 C -0.520
7 C -0.096
8 C -0.094

=====

Formula: C42H57F36N10O24S8
Source: the OMol25 dataset
Level of theory: the ωB97M-V functional and the def2-TZVPD basis

Geometry as ORCA input:
```
! RIJCOSX wB97M-V def2-TZVPD def2/J DEFGRID3
* xyz -5 1
C -8.051 4.278 25.188
C -6.686 3.485 25.109
N -5.847 3.818 26.229
C -5.537 3.015 27.310
C -4.621 3.660 28.140
N -4.365 4.878 27.540
C -5.057 4.925 26.350
C -3.375 5.886 28.016
H -8.382 4.345 26.225
H -8.924 3.844 24.700
H -7.931 5.299 24.823
H -6.169 3.737 24.183
H -6.742 2.396 25.128
H -5.963 2.037 27.479
H -4.110 3.356 29.041
H -5.102 5.732 25.634
H -2.737 6.247 27.209
H -2.830 5.577 28.907
H -3.991 6.717 28.359
C -2.488 14.612 30.740
C -2.984 15.283 29.501
N -3.808 14.430 28.689
C -3.361 13.638 27.673
C -4.427 12.914 27.122
N -5.508 13.213 27.919
C -5.124 14.074 28.925
C -6.854 12.655 27.902
H -1.899 15.257 31.392
H -1.939 13.694 30.530
H -3.332 14.230 31.314
H -2.082 15.574 28.963
H -3.586 16.130 29.830
H -2.345 13.722 27.316
H -4.430 12.222 26.293
H -5.758 14.286 29.773
H -7.491 12.971 28.728
H -6.810 11.583 28.090
H -7.292 12.899 26.934
C -3.295 9.450 29.438
C -2.638 10.255 30.598
N -1.195 10.198 30.470
C -0.465 10.647 29.313
C 0.826 10.281 29.471
N 0.932 9.499 30.569
C -0.303 9.443 31.209
C 2.157 8.933 31.047
H -4.373 9.401 29.587
H -3.143 8.379 29.309
H -3.114 9.952 28.487
H -3.018 9.795 31.510
H -2.940 11.301 30.538
H -0.913 11.242 28.531
H 1.628 10.577 28.812
H -0.458 8.907 32.134
H 2.907 9.723 31.003
H 2.379 8.107 30.371
H 2.038 8.625 32.086
C 10.322 8.485 27.205
F 10.585 7.358 27.878
F 11.375 8.873 26.441
F 9.309 8.287 26.396
S 9.836 9.960 28.425
O 10.810 9.873 29.508
O 9.839 11.216 27.741
N 8.317 9.391 28.964
S 7.321 10.290 28.232
O 7.103 11.579 28.908
O 7.248 10.288 26.768
C 5.615 9.263 28.704
F 5.451 9.215 30.012
F 4.523 9.870 28.151
F 5.755 8.019 28.274
C -3.606 6.696 32.209
F -2.393 7.335 32.145
F -4.168 7.389 33.122
F -4.245 6.846 30.989
S -3.450 4.826 32.712
O -2.984 4.162 31.493
O -2.556 4.673 33.865
N -5.122 4.581 33.061
S -5.335 3.103 33.033
O -5.594 2.543 31.686
O -4.379 2.349 33.920
C -7.086 2.908 33.820
F -8.071 3.409 33.018
F -7.288 1.579 33.957
F -7.149 3.450 35.091
C -6.967 8.236 27.374
F -7.923 9.134 27.730
F -5.915 8.250 28.242
F -7.422 6.973 27.253
S -6.295 8.778 25.579
O -7.120 8.054 24.616
O -6.468 10.269 25.659
N -4.707 8.087 25.612
S -3.985 8.862 24.595
O -4.657 8.947 23.302
O -3.559 10.157 25.110
C -2.373 7.803 24.298
F -1.446 8.544 23.717
F -1.894 7.440 25.510
F -2.643 6.702 23.582
C 1.995 14.930 25.532
F 1.677 16.226 25.259
F 2.207 14.197 24.405
F 3.092 14.754 26.231
S 0.556 14.048 26.584
O 1.028 12.710 26.916
O 0.383 14.876 27.742
N -0.800 14.179 25.481
S -0.979 12.737 24.941
O 0.077 12.218 24.044
O -1.559 11.844 25.933
C -2.502 13.101 23.794
F -3.602 13.501 24.437
F -2.170 14.005 22.869
F -2.762 11.996 23.150
C -1.317 9.589 34.876
O -0.757 10.857 34.329
O -0.230 8.714 34.845
C -2.123 9.710 36.265
F -1.322 9.853 37.304
F -2.849 10.810 36.303
F -2.952 8.676 36.418
C -1.575 11.943 33.946
C -0.571 12.893 33.282
H -0.124 13.576 34.004
H 0.130 12.330 32.667
H -1.129 13.448 32.528
H -2.053 12.420 34.801
H -2.304 11.646 33.190
H -2.029 9.236 34.130
C 2.103 7.581 25.588
O 2.884 8.745 25.321
O 2.640 6.540 24.804
C 1.463 7.369 27.021
F 0.625 8.324 27.359
F 0.719 6.252 27.223
F 2.393 7.433 28.001
C 2.285 10.049 25.431
C 3.338 11.029 24.889
H 4.276 11.098 25.440
H 3.513 11.016 23.813
H 3.031 12.071 24.974
H 1.827 10.340 26.376
H 1.406 10.132 24.793
H 1.171 7.868 25.102
C -5.987 11.183 31.849
O -7.327 11.249 31.373
O -5.554 12.485 31.662
C -5.913 10.632 33.380
F -6.091 9.344 33.409
F -4.772 10.826 34.059
F -6.891 11.066 34.126
C -7.916 10.028 31.017
C -9.145 10.364 30.193
H -9.603 9.446 29.825
H -9.965 10.882 30.691
H -8.875 10.982 29.337
H -8.336 9.662 31.953
H -7.361 9.235 30.516
H -5.420 10.470 31.251
C 5.909 7.601 35.546
O 6.558 6.498 36.017
O 6.859 8.398 34.837
C 4.623 7.134 34.722
F 4.897 6.127 33.951
F 3.627 6.786 35.524
F 4.147 8.011 33.923
C 6.099 5.773 37.029
C 6.994 4.585 37.062
H 6.612 3.941 37.854
H 6.937 4.012 36.136
H 8.030 4.873 37.238
H 5.075 5.449 36.844
H 6.242 6.290 37.977
H 5.667 8.120 36.474
*
```

For the HOMO-LUMO gap, the calculation gives 0.1154 Eh. Its molecular weight is 2026.428 g mol⁻¹.

Löwdin atomic charge list, values in e, 8 entries:
1 C -0.045
2 C -0.152
3 N -0.078
4 C -0.015
5 C 0.035
6 N -0.033
7 C 0.023
8 C 0.047

=====

Formula: C42H57N5O22S4
Source: the OMol25 dataset
Level of theory: the ωB97M-V functional and the def2-TZVPD basis

Geometry as ORCA input:
```
! RIJCOSX wB97M-V def2-TZVPD def2/J DEFGRID3
* xyz 0 1
O -21.950 8.407 13.992
N -22.457 7.691 14.896
O -21.827 6.883 15.586
C -23.890 7.831 15.044
C -24.500 9.017 14.734
C -25.821 9.148 15.104
C -26.510 8.167 15.713
C -25.873 6.991 16.028
C -24.559 6.728 15.644
H -24.052 9.791 14.147
H -26.375 10.017 14.749
H -27.581 8.331 15.938
H -26.450 6.223 16.497
H -24.111 5.754 15.811
O -28.114 6.334 11.453
N -27.000 6.108 11.882
O -26.726 5.236 12.665
C -25.936 6.999 11.462
C -26.264 8.237 10.947
C -25.267 9.081 10.578
C -23.925 8.524 10.512
C -23.645 7.284 10.945
C -24.638 6.496 11.454
H -27.278 8.585 10.950
H -25.520 10.018 10.035
H -23.126 9.169 10.233
H -22.618 6.967 11.004
H -24.520 5.464 11.667
O -30.848 8.512 15.792
N -30.108 7.768 15.186
O -29.301 8.158 14.384
C -30.109 6.332 15.451
C -31.104 5.853 16.291
C -31.127 4.538 16.629
C -30.177 3.710 16.116
C -29.167 4.162 15.274
C -29.074 5.528 14.891
H -31.792 6.541 16.696
H -32.086 4.201 17.035
H -30.180 2.653 16.312
H -28.459 3.457 14.786
H -28.245 5.853 14.277
O -20.332 4.894 9.687
N -20.259 3.710 9.790
O -19.272 3.062 10.032
C -21.473 2.866 9.733
C -21.316 1.493 9.930
C -22.480 0.780 9.946
C -23.726 1.373 9.780
C -23.800 2.713 9.420
C -22.664 3.502 9.464
H -20.391 0.952 10.043
H -22.450 -0.276 10.223
H -24.653 0.749 9.834
H -24.774 3.118 9.274
H -22.602 4.549 9.137
O -25.811 3.686 14.782
N -24.942 3.183 14.123
O -24.276 3.810 13.319
C -24.705 1.711 14.173
C -23.607 1.129 13.542
C -23.406 -0.234 13.722
C -24.183 -0.964 14.602
C -25.266 -0.360 15.268
C -25.534 0.994 15.025
H -22.908 1.727 12.927
H -22.551 -0.661 13.218
H -24.022 -2.023 14.660
H -25.839 -0.828 16.064
H -26.274 1.502 15.571
C -17.111 -4.069 13.247
C -17.072 -2.788 12.487
O -18.106 -1.879 13.117
S -18.877 -0.892 12.129
C -17.781 0.492 11.863
O -18.950 -1.465 10.803
O -19.979 -0.448 12.932
H -16.950 -3.903 14.313
H -16.399 -4.819 12.871
H -18.091 -4.510 13.088
H -16.143 -2.219 12.603
H -17.278 -2.864 11.416
H -18.410 1.288 11.471
H -17.132 0.260 10.985
H -17.110 0.825 12.653
C -29.865 4.760 19.921
C -28.906 3.636 20.278
O -28.471 3.172 18.939
S -27.281 2.155 18.903
C -25.846 3.177 18.882
O -27.240 1.297 20.005
O -27.374 1.579 17.627
H -30.327 5.404 20.669
H -30.730 4.297 19.421
H -29.403 5.387 19.197
H -28.086 3.939 20.902
H -29.385 2.825 20.830
H -25.615 3.677 19.817
H -25.907 3.875 18.004
H -25.008 2.444 18.737
C -18.941 -5.382 17.528
C -19.503 -4.360 18.455
O -19.927 -3.154 17.794
S -18.904 -2.242 16.988
C -19.975 -0.801 16.825
O -17.822 -1.912 17.866
O -18.602 -2.768 15.679
H -18.701 -6.237 18.079
H -17.968 -5.027 17.214
H -19.566 -5.546 16.644
H -20.355 -4.763 18.970
H -18.832 -4.095 19.260
H -21.028 -0.901 17.009
H -19.805 -0.464 15.815
H -19.583 -0.033 17.505
C -20.505 3.208 13.162
C -20.336 3.775 14.628
O -21.600 4.028 15.286
S -21.954 3.389 16.699
C -21.241 4.663 17.812
O -23.347 3.329 16.788
O -21.227 2.196 16.948
H -19.520 3.170 12.706
H -21.216 3.886 12.585
H -20.964 2.230 13.033
H -19.731 3.003 15.173
H -19.855 4.733 14.539
H -20.190 4.723 17.634
H -21.272 4.230 18.842
H -21.728 5.629 17.706
*
```

For the HOMO-LUMO gap, the calculation gives 0.3349 Eh. Its molecular weight is 1112.199 g mol⁻¹.

Löwdin atomic charge list, values in e, 8 entries:
1 O 0.048
2 N -0.297
3 O 0.054
4 C -0.152
5 C -0.001
6 C -0.079
7 C -0.086
8 C -0.057